# 1
This record from the Open Molecules 2025 dataset describes one molecule with the formula C5H8O2. The level of theory is the ωB97M-V functional and the def2-TZVPD basis.

## Properties
**Relative energy (zero: lowest compared OMol25 entry of this formula, charge and spin)**: 37.1 kcal per mole
**SMILES string**: C[C@@]1(O)CCC1=O

Last column: natural (NBO) charge in e.
Element x y z (Å)
C: -1.279 -0.666 -0.311  -0.6355
C: -0.333 0.585 -0.080  0.1500
O: -1.001 1.813 -0.095  -0.6901
C: 0.608 0.456 1.125  -0.4099
C: 1.444 -0.562 0.319  -0.5258
C: 0.756 -0.032 -0.962  0.5890
O: 0.917 -0.195 -2.142  -0.5330
H: -1.814 -0.889 0.605  0.2185
H: -1.947 -0.391 -1.133  0.2247
H: -0.813 -1.605 -0.667  0.2324
H: -1.432 1.984 -0.941  0.4794
H: 1.187 1.369 1.313  0.2217
H: 0.132 0.172 2.066  0.2108
H: 2.520 -0.409 0.275  0.2362
H: 1.220 -1.595 0.596  0.2314

=====

# 2
This record from the Open Molecules 2025 dataset describes a 2-piece molecular cluster, C5H8O2 overall at a distorted geometry. The level of theory is the ωB97M-V functional and the def2-TZVPD basis.

## Properties
**Relative energy (zero: lowest compared OMol25 entry of this formula, charge and spin)**: 0.0 kcal per mole
**SMILES string**: C/C=C\C.O=C=O

Last column: natural (NBO) charge in e.
Element x y z (Å)
C: 2.013 -1.495 -0.247  -0.6478
C: 1.859 -0.129 -0.831  -0.1841
C: 1.206 0.903 -0.320  -0.1852
C: 0.457 0.961 0.972  -0.6472
H: 1.549 -2.231 -0.903  0.2166
H: 3.070 -1.746 -0.168  0.2163
H: 1.563 -1.577 0.738  0.2065
H: 2.351 -0.003 -1.789  0.1934
H: 1.190 1.832 -0.878  0.1934
H: 0.501 0.025 1.519  0.2068
H: -0.589 1.203 0.781  0.2149
H: 0.867 1.751 1.601  0.2165
O: -5.503 1.016 -0.910  -0.5101
C: -5.347 0.168 -0.159  1.0204
O: -5.186 -0.678 0.593  -0.5104

=====

# 3
This record from the Open Molecules 2025 dataset describes one molecule with the formula C5H8O2 at a distorted geometry. The level of theory is the ωB97M-V functional and the def2-TZVPD basis.

## Properties
**Relative energy (zero: lowest compared OMol25 entry of this formula, charge and spin)**: 84.3 kcal per mole

Last column: natural (NBO) charge in e.
Element x y z (Å)
C: 0.854 -0.740 -0.322  -0.4868
C: 0.314 0.248 -2.528  -0.3916
C: 0.205 -0.945 1.049  -0.0761
C: -0.079 -0.134 -1.328  -0.1910
C: -1.517 0.512 1.863  0.4438
O: -0.203 0.359 1.456  -0.5733
O: -1.734 1.730 2.221  -0.6807
H: 1.698 -0.111 -0.069  0.2225
H: 1.392 -1.585 -0.657  0.2272
H: -0.436 0.729 -3.211  0.2031
H: 1.383 0.204 -2.943  0.2032
H: -0.715 -1.633 1.225  0.2069
H: 0.870 -1.240 1.941  0.1963
H: -0.994 0.150 -0.778  0.2124
H: -1.038 2.456 2.082  0.4844

=====

# 4
This record from the Open Molecules 2025 dataset describes one molecule with the formula C5H8O2 at a distorted geometry. The level of theory is the ωB97M-V functional and the def2-TZVPD basis.

## Properties
**Relative energy (zero: lowest compared OMol25 entry of this formula, charge and spin)**: 120.4 kcal per mole
**SMILES string**: O[C@H]1C[C@]2(CO2)C1

Last column: natural (NBO) charge in e.
Element x y z (Å)
O: -2.150 0.787 0.890  -0.6944
C: -1.169 -0.208 0.773  0.1143
C: 0.285 0.204 1.133  -0.4738
C: 0.640 0.006 -0.351  0.2589
C: 2.138 0.037 -1.129  -0.2390
O: 1.216 1.104 -0.932  -0.4889
C: -0.725 -0.566 -0.679  -0.4730
H: -1.840 1.577 0.427  0.4642
H: -1.542 -1.054 1.355  0.1846
H: 0.394 1.264 1.391  0.2323
H: 0.767 -0.397 1.911  0.2288
H: 1.947 -0.737 -0.288  0.2628
H: 2.047 -0.384 -2.135  0.1634
H: -1.223 0.005 -1.461  0.2315
H: -0.785 -1.637 -0.904  0.2283

=====

# 5
This record from the Open Molecules 2025 dataset describes one molecule with the formula C5H8O2 at a distorted geometry. The level of theory is the ωB97M-V functional and the def2-TZVPD basis.

## Properties
**Relative energy (zero: lowest compared OMol25 entry of this formula, charge and spin)**: 45.7 kcal per mole
**SMILES string**: CC1(OC=O)CC1

Last column: natural (NBO) charge in e.
Element x y z (Å)
C: -0.412 1.545 -0.172  -0.6220
C: -0.110 0.137 0.297  0.1829
O: 1.316 0.071 0.721  -0.4997
C: 2.084 -0.510 -0.213  0.6434
O: 1.703 -0.896 -1.289  -0.5908
C: -0.664 -0.928 -0.522  -0.3746
C: -1.252 -0.522 0.972  -0.4356
H: 0.332 1.814 -0.923  0.2218
H: -0.344 2.230 0.676  0.2182
H: -1.410 1.658 -0.621  0.2230
H: 3.137 -0.632 0.090  0.1264
H: -0.909 -0.715 -1.572  0.2324
H: -0.294 -1.942 -0.391  0.2271
H: -2.039 0.124 1.404  0.2223
H: -1.137 -1.436 1.544  0.2252

=====

# 6
This record from the Open Molecules 2025 dataset describes C5H8O2 as an isolated structure. The level of theory is the ωB97M-V functional and the def2-TZVPD basis.

## Properties
**Relative energy (zero: lowest compared OMol25 entry of this formula, charge and spin)**: 14.2 kcal per mole

Last column: natural (NBO) charge in e.
Element x y z (Å)
C: 0.136 -1.579 -0.285  -0.6468
C: 0.035 -0.106 0.207  0.2557
C: 0.479 0.362 1.596  -0.6330
C: 0.294 0.958 -0.889  -0.5445
C: -1.203 0.832 -1.096  0.7918
O: -2.013 1.103 -1.929  -0.5491
O: -1.414 0.169 0.070  -0.5047
H: 0.562 -1.638 -1.293  0.2186
H: 0.680 -2.261 0.371  0.2229
H: -0.885 -1.976 -0.380  0.2436
H: -0.097 1.274 1.803  0.2279
H: 0.265 -0.349 2.397  0.2226
H: 1.538 0.647 1.654  0.2208
H: 0.520 1.943 -0.458  0.2390
H: 0.963 0.768 -1.729  0.2351

=====

no.,E (Ha),frontier orbital gap (eV)
1,-345.7458,9.998
2,-345.8050,9.625
3,-345.6706,10.168
4,-345.6130,9.286
5,-345.7321,10.791
6,-345.7824,11.157